1.
25
Properties=species:S:1:pos:R:3:mulliken_charge:R:1 method="wB97M-V/def2-TZVPD" multiplicity=1 homo_ev=-7.31 max_force_ev_per_a=0.348 charge=-1 homo_lumo_gap_ev=10.3722 de_lowest_ev=0.141 total_energy_ev=-29166.5629
Cl 0.062 0.115 -0.167 -0.94
O -1.369 3.071 0.058 -0.61
H -0.947 3.438 0.840 0.29
H -0.991 2.176 -0.019 0.31
O 1.206 1.975 -2.604 -0.61
H 1.348 2.853 -2.237 0.29
H 1.002 1.422 -1.829 0.30
O 0.248 -2.943 1.212 -0.63
H 0.091 -2.050 0.869 0.24
H 0.943 -3.289 0.642 0.30
O -0.165 -1.893 -2.708 -0.69
H -0.824 -2.410 -2.232 0.34
H 0.157 -1.265 -2.034 0.29
O 0.637 0.858 3.394 -0.64
H 0.872 1.714 3.026 0.30
H 0.401 0.329 2.620 0.35
O 3.371 -0.312 1.059 -0.62
H 2.861 0.375 0.613 0.31
H 2.698 -0.819 1.527 0.32
O -2.404 0.137 -2.792 -0.66
H -2.084 0.530 -1.971 0.32
H -1.681 -0.449 -3.059 0.38
O -2.116 -0.969 2.054 -0.63
H -1.442 -0.742 1.390 0.32
H -1.873 -1.853 2.349 0.35

2.
104
Properties=species:S:1:pos:R:3:mulliken_charge:R:1 method="wB97M-V/def2-TZVPD" s2=0.751 multiplicity=2 homo_ev="-0.35 / -8.77" max_force_ev_per_a=4.893 charge=-1 homo_lumo_gap_ev="2.0674 / 10.3626" de_lowest_ev=0.000 total_energy_ev=-83101.3206
C 3.251 -3.571 -1.927 -1.12
C 3.686 -4.943 -1.381 0.40
C 2.854 -5.609 -0.301 -0.36
O 2.524 -6.842 -0.832 -0.24
C 3.076 -7.065 -1.999 0.52
O 2.972 -8.140 -2.604 -0.59
O 3.566 -5.932 -2.463 -0.36
H 3.351 -3.443 -3.004 0.38
H 3.886 -2.810 -1.473 0.30
H 2.205 -3.461 -1.640 0.18
H 4.648 -4.932 -0.869 0.29
H 2.045 -4.899 -0.125 0.13
H 3.482 -5.596 0.589 0.34
C 0.231 -2.055 -3.742 -1.26
C -0.674 -1.456 -4.775 -0.05
C 0.064 -0.452 -5.719 -0.37
O -0.420 -0.671 -6.944 -0.31
C -0.815 -1.999 -6.985 0.43
O -1.077 -2.569 -8.052 -0.58
O -0.946 -2.474 -5.729 -0.22
H 1.227 -2.367 -4.056 0.25
H -0.234 -2.910 -3.251 0.47
H 0.366 -1.364 -2.910 0.34
H -1.622 -1.057 -4.413 0.42
H 1.144 -0.560 -5.613 0.32
H -0.321 0.494 -5.339 0.29
C -2.304 0.445 6.751 -1.31
C -0.799 0.504 6.417 0.28
C -0.427 -0.277 5.118 -0.55
O -0.444 0.683 4.064 0.27
C -0.467 1.923 4.584 0.36
O -0.386 2.935 3.922 -0.56
O -0.383 1.836 5.936 -0.39
H -2.902 0.399 5.841 0.26
H -2.611 1.206 7.468 0.36
H -2.491 -0.539 7.181 0.38
H -0.239 0.276 7.323 0.37
H -1.145 -1.083 4.969 0.25
H 0.593 -0.659 5.082 0.28
C 5.110 4.135 1.632 -1.53
C 4.303 2.810 1.431 0.77
C 4.993 1.565 1.919 -0.44
O 4.690 1.491 3.238 -0.34
C 3.511 2.146 3.423 0.57
O 2.717 2.120 4.400 -0.63
O 3.176 2.766 2.300 -0.22
H 6.085 4.036 1.155 0.38
H 5.327 4.487 2.640 0.34
H 4.739 5.018 1.110 0.36
H 3.937 2.731 0.408 0.16
H 6.058 1.578 1.689 0.44
H 4.635 0.711 1.344 0.17
C -5.214 -3.953 0.256 -1.71
C -3.899 -3.198 0.290 -0.30
C -4.004 -1.716 -0.219 -0.40
O -3.496 -0.942 0.846 0.16
C -3.295 -1.667 1.970 1.43
O -2.846 -1.165 3.016 -0.77
O -3.620 -2.936 1.716 -0.11
H -6.014 -3.487 0.831 0.41
H -4.974 -4.952 0.620 0.44
H -5.567 -4.029 -0.773 0.50
H -3.055 -3.682 -0.201 0.57
H -4.952 -1.327 -0.588 0.14
H -3.300 -1.639 -1.048 -0.31
C -0.531 4.838 -2.615 -1.24
C 0.731 4.869 -1.667 0.46
C 1.654 3.682 -1.743 0.08
O 2.964 4.237 -1.929 -0.37
C 2.820 5.512 -2.260 0.57
O 3.815 6.149 -2.430 -0.60
O 1.565 5.934 -2.124 -0.40
H -1.448 4.382 -2.240 0.23
H -0.384 4.195 -3.483 0.37
H -0.733 5.869 -2.904 0.39
H 0.652 5.189 -0.628 0.43
H 1.363 3.107 -2.622 0.26
H 1.606 3.132 -0.803 -0.24
C -2.689 2.242 -0.244 -0.83
C -3.861 2.000 -1.249 0.45
C -5.070 1.298 -0.689 -0.39
O -5.964 2.422 -0.571 -0.33
C -5.594 3.440 -1.340 0.65
O -6.270 4.380 -1.685 -0.63
O -4.407 3.228 -1.730 -0.22
H -2.393 1.308 0.235 0.18
H -2.944 3.024 0.472 0.38
H -1.842 2.741 -0.716 -0.13
H -3.438 1.426 -2.074 0.15
H -4.889 0.802 0.264 0.08
H -5.444 0.614 -1.451 0.21
C 0.147 -2.290 1.792 -1.49
C 0.357 -0.852 1.329 2.00
C 1.567 -0.146 1.820 0.16
O 2.050 0.497 0.633 -0.11
C 1.449 0.027 -0.395 0.38
O 1.601 0.386 -1.556 -0.55
O 0.583 -0.883 -0.035 -0.71
H 0.167 -2.311 2.882 0.29
H 0.986 -2.956 1.590 0.18
H -0.736 -2.780 1.383 0.11
H -0.548 -0.266 1.487 -0.36
H 2.270 -0.892 2.192 0.18
H 1.331 0.576 2.602 -0.28

3.
6
Properties=species:S:1:pos:R:3:mulliken_charge:R:1 method="wB97M-V/def2-TZVPD" multiplicity=1 homo_ev=-9.91 max_force_ev_per_a=8.878 charge=0 homo_lumo_gap_ev=7.8821 de_lowest_ev=1.969 total_energy_ev=-14985.7421
O 1.924 -0.124 -0.485 -0.47
C 0.749 -0.349 0.130 0.22
C -0.557 0.529 0.110 -0.24
S -1.952 -0.236 -0.312 -0.09
H 0.187 -1.305 0.691 0.21
H -0.352 1.485 -0.134 0.37

4.
12
Properties=species:S:1:pos:R:3:mulliken_charge:R:1 method="wB97M-V/def2-TZVPD" multiplicity=1 homo_ev=-9.12 max_force_ev_per_a=0.648 charge=0 homo_lumo_gap_ev=9.0301 de_lowest_ev=6.778 total_energy_ev=-8796.6411
O -0.968 0.579 0.665 -0.25
C -0.610 -0.751 0.815 -0.45
C -1.948 0.611 -0.225 -0.04
C -2.681 0.519 -1.171 -0.06
C 0.840 -0.809 0.852 0.13
C 1.452 -0.104 -0.355 -0.35
N 1.760 0.332 0.974 -0.56
H -3.336 0.376 -2.000 0.39
H 1.234 -1.787 1.109 0.41
H 0.804 0.511 -0.981 0.20
H 2.238 -0.640 -0.880 0.25
H 1.216 1.163 1.197 0.33

5.
97
Properties=species:S:1:pos:R:3:mulliken_charge:R:1 method="wB97M-V/def2-TZVPD" multiplicity=1 homo_ev=-9.26 max_force_ev_per_a=4.517 charge=+1 homo_lumo_gap_ev=1.2496 total_energy_ev=-301013.5141
C 7.546 -2.927 -3.823 -0.94
C 7.001 -1.398 -3.861 -0.18
O 5.593 -1.485 -3.455 -0.34
C 4.920 -0.219 -3.745 -0.24
C 3.977 0.202 -2.497 0.69
O 2.937 1.123 -2.865 -0.35
C 1.782 0.512 -3.434 0.22
C 1.367 0.854 -4.765 0.06
S 2.492 1.655 -5.993 -0.18
C -0.170 0.542 -5.155 0.50
O -0.603 0.718 -6.321 -0.58
C -1.252 0.104 -4.038 0.09
C -2.817 0.027 -4.314 -1.31
C -3.254 -1.283 -5.159 0.01
C -4.062 -2.408 -4.278 -0.93
Cl -1.885 -2.159 -6.014 0.07
C -0.735 -0.184 -2.730 0.87
P -1.744 -0.114 -1.136 -0.03
O -0.615 -0.430 0.158 -0.34
Br -3.305 -1.712 -0.980 -0.10
C 0.822 -0.561 -2.710 -0.18
O 1.192 -1.685 -2.215 -0.79
H 7.794 -3.311 -4.870 0.28
H 6.740 -3.641 -3.413 0.25
H 8.519 -3.000 -3.210 0.27
H 7.525 -0.763 -3.052 0.26
H 7.087 -0.943 -4.905 0.31
H 5.741 0.585 -3.853 0.33
H 4.290 -0.260 -4.694 0.15
H 3.633 -0.722 -1.932 -0.53
H 4.684 0.766 -1.774 0.07
H 2.260 1.108 -7.253 0.22
H -3.094 0.929 -4.959 0.29
H -3.461 0.103 -3.368 0.46
H -4.018 -0.910 -5.971 0.37
H -4.943 -1.897 -3.761 0.41
H -3.352 -2.942 -3.563 0.11
H -4.496 -3.251 -4.976 0.41
H -0.376 -1.381 -0.019 0.27
F -1.224 -4.431 -6.739 -0.78
Li -4.502 -2.358 -6.536 0.92
Be 2.914 -2.327 -1.293 0.23
C -2.156 5.230 -0.832 -1.29
C -2.454 4.378 -2.035 0.93
O -3.595 4.064 -2.344 -0.65
N -1.405 3.950 -2.792 -0.07
C 0.005 4.211 -2.595 -0.77
H -3.090 5.491 -0.333 0.31
H -1.530 4.680 -0.127 0.31
H -1.660 6.154 -1.140 0.37
H -1.683 3.384 -3.581 0.10
H 0.389 4.716 -3.484 0.29
H 0.519 3.253 -2.479 0.15
H 0.192 4.829 -1.720 0.36
C 3.898 1.831 1.834 -1.28
C 5.118 1.060 1.360 0.62
C 6.289 1.231 2.314 -1.53
O 5.484 1.521 0.064 -0.51
H 4.107 2.903 1.888 0.42
H 3.071 1.705 1.128 0.15
H 3.574 1.489 2.822 0.39
H 4.871 -0.003 1.269 0.26
H 6.583 2.282 2.386 0.38
H 7.161 0.682 1.953 0.36
H 6.039 0.870 3.315 0.38
H 5.704 2.460 0.128 0.31
F -4.964 -1.181 1.203 -0.55
C -5.877 -0.815 4.366 -0.38
O -6.811 -0.919 5.269 -0.22
H -6.033 -0.069 3.561 0.36
H -4.860 -0.531 4.720 0.33
H -5.640 -1.730 3.773 0.25
C 0.139 -1.443 6.713 -0.60
O -1.066 -1.265 5.969 -0.33
C -1.036 -1.790 4.735 0.76
O -0.101 -2.374 4.233 -0.61
O -2.220 -1.551 4.152 -0.21
C -2.333 -2.064 2.822 -0.07
H -0.001 -0.981 7.690 0.23
H 0.348 -2.505 6.860 0.30
H 0.977 -0.950 6.215 0.26
H -2.229 -3.151 2.817 0.36
H -1.591 -1.601 2.167 -0.07
H -3.327 -1.810 2.447 0.04
Br -9.069 0.874 8.838 -0.10
C -7.276 0.121 8.718 -0.22
C -7.136 -1.101 9.591 -0.56
Br -6.945 -0.612 11.467 -0.13
H -6.579 0.918 8.976 0.39
H -7.149 -0.141 7.665 -0.05
H -6.222 -1.645 9.345 0.32
H -7.986 -1.779 9.523 0.39
N 1.729 -0.559 1.729 -0.14
H 1.840 -1.066 0.837 -0.01
H 1.152 -1.117 2.371 0.33
H 2.650 -0.403 2.147 0.28
H 1.275 0.342 1.555 0.38

6.
9
Properties=species:S:1:pos:R:3:mulliken_charge:R:1 method="wB97M-V/def2-TZVPD" multiplicity=1 homo_ev=-8.93 max_force_ev_per_a=4.563 charge=0 homo_lumo_gap_ev=8.8496 de_lowest_ev=1.711 total_energy_ev=-29573.0034
C 0.759 -0.238 -0.036 -0.59
C 0.180 -0.229 1.351 0.52
O -1.488 0.131 -1.266 -0.43
O -0.142 -1.129 2.015 -0.38
S 0.016 0.648 -1.444 0.17
Cl -0.103 1.484 2.020 -0.23
H 1.899 0.590 -0.295 0.30
H 0.868 -1.302 -0.286 0.30
H -1.989 0.047 -2.059 0.33

7.
109
Properties=species:S:1:pos:R:3:mulliken_charge:R:1 method="wB97M-V/def2-TZVPD" multiplicity=1 homo_ev=-4.82 max_force_ev_per_a=2.442 charge=-1 homo_lumo_gap_ev=6.9190 de_lowest_ev=0.594 total_energy_ev=-117527.5834
Rb -0.565 0.416 0.724 0.41
C 1.198 -4.039 -0.710 -2.43
C -0.051 -3.530 -0.023 0.82
C -0.042 -3.276 1.351 1.85
C 1.235 -3.434 2.151 -2.40
C -1.206 -2.824 1.982 0.85
C -1.205 -2.604 3.482 -2.23
C -2.365 -2.591 1.234 1.26
C -3.578 -1.955 1.881 -1.67
C -2.377 -2.868 -0.136 0.14
C -3.629 -2.621 -0.944 -2.61
C -1.207 -3.292 -0.771 1.90
C -1.156 -3.384 -2.280 -2.40
H 1.847 -3.218 -1.035 0.32
H 0.949 -4.626 -1.592 0.45
H 1.781 -4.679 -0.048 0.52
H 1.279 -2.719 2.972 0.47
H 2.114 -3.262 1.532 0.48
H 1.328 -4.436 2.584 0.32
H -0.852 -1.605 3.761 0.25
H -0.557 -3.324 3.981 0.49
H -2.203 -2.730 3.899 0.47
H -3.298 -1.348 2.742 0.43
H -4.304 -2.699 2.226 0.33
H -4.089 -1.294 1.180 -0.12
H -3.618 -1.601 -1.349 0.54
H -4.528 -2.736 -0.338 0.50
H -3.704 -3.319 -1.777 0.46
H -1.337 -4.403 -2.642 0.36
H -0.183 -3.063 -2.649 0.49
H -1.890 -2.719 -2.731 0.17
Cl 1.443 0.269 3.011 -0.16
C 1.220 2.003 3.365 0.69
C 0.349 2.713 2.565 -0.25
C 0.262 4.050 2.906 -0.19
Cl -0.807 5.086 1.946 -0.21
C 0.968 4.658 3.945 -0.32
Cl 0.805 6.348 4.300 -0.23
C 1.830 3.880 4.716 0.50
Cl 2.725 4.584 6.017 -0.22
C 1.961 2.525 4.423 -0.37
Cl 3.031 1.541 5.370 -0.22
C 2.379 2.179 -0.376 -1.39
C 1.524 3.334 -0.907 2.81
C 1.983 4.668 -0.315 -1.63
C 1.571 3.366 -2.423 0.24
C 2.807 3.549 -3.041 -0.41
C 2.934 3.547 -4.417 -1.57
C 1.817 3.318 -5.204 -0.28
C 0.571 3.102 -4.628 0.48
C -0.585 2.670 -5.508 1.58
C -0.444 1.169 -5.789 -1.34
C -0.684 3.457 -6.814 -1.88
C 0.443 3.170 -3.227 -0.98
N -0.852 3.015 -2.639 0.58
B -1.466 1.860 -2.015 2.43
N -2.856 2.236 -1.810 0.69
C -2.996 3.567 -2.258 -0.45
C -1.825 4.024 -2.733 -1.77
C -3.975 1.577 -1.198 0.09
C -4.807 0.750 -1.962 0.41
C -5.914 0.170 -1.347 -0.25
C -6.218 0.408 -0.018 -1.35
C -5.403 1.252 0.716 -0.55
C -4.282 1.847 0.144 0.08
C -3.472 2.816 0.986 2.06
C -3.085 2.227 2.345 -1.09
C -4.258 4.116 1.178 -1.70
C -4.657 0.495 -3.454 -0.01
C -3.244 0.220 -3.972 -0.64
C -5.307 1.642 -4.242 -1.78
H 2.256 2.089 0.704 0.23
H 3.441 2.341 -0.589 0.35
H 2.085 1.234 -0.840 0.25
H 0.496 3.159 -0.588 -0.75
H 2.992 4.916 -0.658 0.27
H 1.996 4.617 0.775 0.34
H 1.313 5.480 -0.608 0.38
H 3.686 3.699 -2.425 0.38
H 3.904 3.700 -4.877 0.36
H 1.923 3.271 -6.283 0.21
H -1.510 2.830 -4.959 -0.33
H 0.504 0.973 -6.298 0.41
H -1.258 0.813 -6.426 0.40
H -0.458 0.594 -4.860 0.19
H 0.131 3.210 -7.500 0.34
H -0.660 4.535 -6.632 0.40
H -1.623 3.216 -7.321 0.46
H -3.937 4.088 -2.176 0.65
H -1.594 4.993 -3.146 0.46
H -6.547 -0.490 -1.933 0.38
H -7.082 -0.060 0.438 0.39
H -5.644 1.457 1.753 0.33
H -2.550 3.062 0.458 -0.52
H -3.960 2.096 2.989 0.44
H -2.380 2.883 2.853 0.10
H -2.606 1.257 2.216 -0.09
H -5.181 3.923 1.735 0.32
H -4.531 4.558 0.217 0.33
H -3.666 4.841 1.737 0.43
H -5.250 -0.402 -3.647 0.71
H -2.736 1.156 -4.207 -0.38
H -3.299 -0.369 -4.893 0.69
H -2.641 -0.321 -3.236 -0.19
H -4.749 2.567 -4.081 0.21
H -6.342 1.806 -3.932 0.42
H -5.296 1.423 -5.315 0.46
O -0.764 0.735 -1.714 -1.06
O -1.637 -0.328 -1.203 -0.82

8.
11
Properties=species:S:1:pos:R:3:mulliken_charge:R:1 method="wB97M-V/def2-TZVPD" multiplicity=1 homo_ev=-9.47 max_force_ev_per_a=6.386 charge=0 homo_lumo_gap_ev=8.4947 de_lowest_ev=4.517 total_energy_ev=-36729.5185
O 1.992 1.549 -0.659 -0.40
N 0.827 1.460 -0.790 -0.19
N 0.013 0.672 -0.396 0.36
C -1.066 0.266 0.082 0.64
C -2.319 0.122 0.424 -0.57
Cl -3.489 1.129 -0.300 -0.15
H -2.881 -0.301 1.239 0.35
O 1.415 -0.347 1.688 -0.39
C 1.591 -0.851 0.637 0.65
N 1.968 -1.752 -0.101 -0.30
Cl 1.948 -1.947 -1.824 -0.01

9.
14
Properties=species:S:1:pos:R:3:mulliken_charge:R:1 method="wB97M-V/def2-TZVPD" multiplicity=1 homo_ev=-3.88 max_force_ev_per_a=1.683 charge=-1 homo_lumo_gap_ev=7.7018 de_lowest_ev=0.867 total_energy_ev=-19173.2431
S -2.001 -1.450 -0.789 -0.80
H -3.248 -1.026 -1.063 -0.03
H -0.571 -0.682 0.727 0.22
H -0.968 -0.572 2.194 0.27
O -0.267 -0.316 1.608 -0.60
H 1.630 0.654 -1.636 0.32
H 0.943 -0.596 -1.331 0.32
O 1.837 -0.226 -1.385 -0.65
H -1.037 1.094 -1.579 0.31
H -2.342 1.742 -2.149 0.30
O -1.398 1.928 -1.993 -0.66
H 3.095 -0.592 2.129 0.31
H 1.701 0.045 2.491 0.37
O 2.624 -0.002 2.775 -0.68

10.
94
Properties=species:S:1:pos:R:3:mulliken_charge:R:1 method="wB97M-V/def2-TZVPD" s2=8.861 multiplicity=6 homo_ev="-1.89 / -3.98" max_force_ev_per_a=0.477 charge=-1 homo_lumo_gap_ev="4.0676 / 6.1566" de_lowest_ev=0.000 total_energy_ev=-85892.6980
Mn -0.244 -0.030 -0.299 -2.32
C 2.465 2.577 1.765 -0.83
C 2.802 1.128 2.138 -0.96
C 2.475 0.093 1.049 -1.78
N 1.106 -0.341 1.098 1.07
C 0.701 -1.124 2.139 0.05
C 1.545 -1.804 2.979 0.37
C 1.287 -2.545 4.172 -1.20
C 0.109 -2.595 4.906 -0.16
C -1.120 -2.069 4.569 -1.10
C -1.527 -1.488 3.322 -0.35
C -0.794 -1.176 2.208 0.49
N -1.353 -0.804 1.017 1.33
C -2.776 -0.876 0.761 -1.18
C -3.094 -1.422 -0.633 -0.33
C -2.780 -0.436 -1.769 -0.90
N -1.753 0.474 -1.354 0.76
C -1.796 1.813 -1.653 -0.25
C -2.325 2.293 -2.821 -0.21
C -2.624 3.624 -3.227 -1.21
C -2.519 4.786 -2.461 -0.19
C -2.000 4.933 -1.196 -1.02
C -1.352 3.962 -0.358 -0.24
C -1.185 2.612 -0.544 0.91
N -0.494 1.805 0.308 0.86
C -0.208 2.227 1.666 -1.22
C 1.025 3.103 1.952 -0.75
H 2.810 2.746 0.741 0.44
H 3.096 3.236 2.371 0.51
H 2.298 0.834 3.063 0.32
H 3.876 1.080 2.349 0.47
H 3.177 -0.751 1.121 0.62
H 2.668 0.530 0.067 0.78
H 2.598 -1.737 2.729 0.33
H 2.152 -3.035 4.605 0.30
H 0.168 -3.102 5.866 0.31
H -1.914 -2.178 5.300 0.30
H -2.592 -1.300 3.259 0.36
H -3.250 0.105 0.902 -0.15
H -3.227 -1.562 1.480 0.80
H -4.155 -1.689 -0.672 0.51
H -2.529 -2.342 -0.766 -0.13
H -3.675 0.151 -2.007 0.73
H -2.521 -1.001 -2.680 0.04
H -2.627 1.522 -3.528 0.35
H -3.052 3.726 -4.218 0.42
H -2.899 5.693 -2.925 0.36
H -2.035 5.935 -0.779 0.30
H -0.914 4.372 0.542 0.18
H -0.138 1.333 2.282 0.09
H -1.076 2.791 2.037 0.77
H 0.918 3.383 3.007 0.56
H 0.950 4.040 1.393 0.14
C 0.169 -0.220 -3.939 0.11
C 0.932 0.805 -3.188 0.40
N 0.992 0.981 -1.882 0.98
C 1.673 2.161 -1.674 -0.59
C 2.069 2.682 -2.855 -1.34
N 1.600 1.811 -3.821 0.42
C 1.719 1.998 -5.239 -1.56
N 0.538 2.541 -5.866 0.98
N -0.134 1.800 -6.778 -0.61
N -1.092 2.486 -7.267 -0.70
C -1.076 3.734 -6.680 0.45
C -1.901 4.845 -6.883 -0.70
C -1.623 5.972 -6.150 -0.53
C -0.558 6.004 -5.222 -0.66
C 0.254 4.918 -5.006 -0.57
C -0.025 3.779 -5.768 1.35
H -0.247 -0.910 -3.213 -1.47
H 0.809 -0.765 -4.638 0.82
H -0.627 0.263 -4.511 0.09
H 1.781 2.560 -0.685 0.09
H 2.627 3.567 -3.106 0.49
H 1.909 1.051 -5.739 0.31
H 2.559 2.671 -5.415 0.44
H -2.723 4.802 -7.585 0.42
H -2.239 6.855 -6.262 0.38
H -0.400 6.903 -4.642 0.37
H 1.032 4.936 -4.256 0.21
C -0.456 -3.657 -2.349 -1.58
C 0.328 -2.979 -1.217 1.43
C -0.048 -3.643 0.108 -1.40
C 1.829 -3.192 -1.458 -1.57
O 0.102 -1.597 -1.262 0.33
H -0.142 -4.699 -2.460 0.43
H -0.279 -3.149 -3.298 0.27
H -1.528 -3.648 -2.150 0.31
H 0.075 -4.727 0.024 0.64
H -1.083 -3.437 0.376 0.09
H 0.585 -3.291 0.920 0.27
H 2.109 -4.248 -1.407 0.40
H 2.387 -2.640 -0.698 0.15
H 2.108 -2.801 -2.441 0.29